[1]
Density functional theory data (ωB97M-V with the def2-TZVPD basis set) for an isolated molecule of C24H34N2O3.

```
63
Properties=species:S:1:pos:R:3:forces:R:3
O -8.6696 -1.6106 0.2384 -0.25 0.40 0.08
C -7.6155 -2.5119 0.0329 0.58 0.02 -0.15
C -6.4526 -1.8645 -0.7212 -0.36 -0.42 -0.05
O -5.9369 -0.8527 0.1220 0.05 0.11 0.11
C -4.8557 -0.1359 -0.2951 0.10 0.11 -0.02
C -4.2301 -0.2774 -1.5263 -0.36 -0.27 0.08
C -3.1295 0.5062 -1.8351 0.11 0.26 0.16
C -2.6374 1.4412 -0.9410 -0.01 -0.05 -0.29
C -1.4122 2.2638 -1.2310 0.04 0.00 0.13
N -0.4039 1.9836 -0.2229 0.05 0.14 -0.16
C 0.6719 2.9503 -0.1769 0.17 0.12 0.20
C 1.5257 2.6655 1.0670 -0.11 0.13 -0.09
N 2.0042 1.3052 1.1738 0.06 0.07 -0.09
C 3.3472 1.0318 0.7259 0.01 -0.04 -0.24
C 3.6322 1.1009 -0.7832 0.15 0.06 0.27
C 5.1018 0.7837 -1.0874 -0.25 0.00 -0.08
C 5.4470 -0.6319 -0.7223 0.15 0.07 -0.02
C 5.0060 -1.6854 -1.5145 0.00 0.02 0.01
C 5.2922 -2.9948 -1.1743 -0.05 -0.08 -0.05
C 6.0270 -3.2709 -0.0337 0.03 -0.10 0.05
C 6.4737 -2.2298 0.7612 0.04 -0.07 0.09
C 6.1841 -0.9206 0.4186 0.00 0.01 -0.05
C 0.9808 0.3144 0.8860 -0.27 -0.06 0.23
C 0.0515 0.1837 2.1066 0.00 -0.52 -0.26
C -0.6997 -1.1468 2.1763 0.16 0.22 0.45
O -1.6759 -1.3198 1.1759 -0.33 -0.04 -0.34
C 0.1581 0.6541 -0.3646 0.10 -0.26 0.01
C -3.2743 1.5819 0.2888 -0.09 -0.04 -0.08
C -4.3670 0.8067 0.6122 -0.12 -0.09 0.02
H -8.3001 -0.8254 0.6611 -0.06 -0.06 -0.01
H -8.0222 -3.3383 -0.5531 0.12 0.01 0.03
H -7.2424 -2.8991 0.9915 0.00 -0.05 -0.14
H -5.6838 -2.6158 -0.9403 -0.02 0.07 0.01
H -6.8188 -1.4290 -1.6603 0.06 -0.04 0.08
H -4.5825 -0.9948 -2.2500 -0.05 -0.09 -0.03
H -2.6495 0.3783 -2.7947 0.08 -0.02 -0.09
H -1.0481 2.0628 -2.2544 -0.03 0.05 0.04
H -1.6633 3.3276 -1.1643 0.07 -0.04 -0.07
H 1.2908 2.9127 -1.0926 -0.04 0.02 0.03
H 0.2480 3.9550 -0.0944 0.02 0.00 -0.02
H 0.9029 2.8675 1.9463 -0.01 0.17 -0.06
H 2.3797 3.3447 1.0927 0.00 0.02 0.05
H 4.0051 1.7437 1.2368 0.09 -0.07 0.00
H 3.6073 0.0300 1.0823 0.07 0.08 0.03
H 3.4026 2.1018 -1.1546 -0.09 -0.01 -0.05
H 2.9978 0.3835 -1.3065 -0.06 0.04 -0.08
H 5.2797 0.9364 -2.1551 0.08 0.05 0.05
H 5.7400 1.4763 -0.5345 0.06 0.02 -0.04
H 4.4366 -1.4758 -2.4094 -0.06 0.03 -0.10
H 4.9429 -3.8025 -1.8012 -0.02 -0.06 -0.05
H 6.2522 -4.2931 0.2327 0.02 -0.08 0.02
H 7.0494 -2.4375 1.6516 0.04 -0.02 0.07
H 6.5357 -0.1120 1.0440 0.03 0.09 0.05
H 1.4824 -0.6456 0.7271 0.01 0.01 -0.01
H -0.6692 1.0027 2.0854 -0.05 0.07 0.14
H 0.6613 0.2789 3.0059 0.01 0.03 0.04
H -1.1677 -1.2363 3.1691 0.14 -0.05 -0.08
H -0.0055 -1.9820 2.0512 0.01 0.03 0.09
H -2.2850 -0.5705 1.2071 -0.03 -0.05 -0.05
H 0.7920 0.5896 -1.2683 -0.04 0.04 0.03
H -0.6500 -0.0705 -0.4658 0.08 0.02 -0.01
H -2.8961 2.3059 0.9948 0.05 0.07 0.11
H -4.8651 0.9105 1.5640 -0.07 0.02 0.11
```
Positions in Å, forces in eV/Å.

Results
- HOMO level: -7.806 eV
- Kohn-Sham gap: 8.6059 eV
- Relative energy (zero: lowest compared OMol25 entry of this formula, charge and spin): 69.33 kcal/mol

Results of the Löwdin charge analysis, in e, for atoms 1 through 5:
1 O -0.052
2 C -0.242
3 C -0.184
4 O -0.050
5 C -0.265



[2]
Density functional theory data (ωB97M-V with the def2-TZVPD basis set) for C24H34N6O3PtS2 as an isolated structure.

```
70
Properties=species:S:1:pos:R:3:forces:R:3
Pt -0.6967 0.5342 -0.9014 0.35 0.10 0.13
O -4.0127 1.7978 2.1170 0.05 0.02 0.00
C -4.8795 2.2498 1.2674 0.02 0.01 -0.02
C -6.1025 2.7656 1.7981 -0.06 0.01 0.03
C -7.0473 3.2605 0.9508 0.02 -0.01 0.08
C -6.8043 3.2527 -0.4372 -0.05 0.02 -0.02
C -5.6016 2.7454 -0.9722 0.12 -0.06 0.03
C -4.6255 2.2417 -0.1522 -0.15 0.08 -0.14
C -3.3458 1.7238 -0.6911 0.24 -0.19 -0.08
O -2.4665 1.2340 0.1585 -0.01 0.07 0.00
N -3.1472 1.7841 -1.9669 -0.06 0.00 0.01
N -1.9251 1.2613 -2.3421 -0.28 0.04 0.03
C -1.6197 1.4613 -3.6116 0.08 -0.04 -0.10
S -0.1661 0.7611 -4.2297 -0.07 0.05 -0.02
C -0.1705 1.7604 -5.7602 0.02 0.00 0.04
C -1.6173 1.9633 -6.1594 -0.04 -0.01 0.03
S -2.5857 2.3844 -4.6716 0.05 -0.03 0.00
H -3.2069 1.4852 1.6190 -0.06 -0.05 -0.01
H -6.2289 2.7434 2.8726 -0.02 0.01 0.00
H -7.9781 3.6575 1.3322 0.00 0.00 0.01
H -7.5532 3.6426 -1.1144 -0.01 0.01 0.01
H -5.4524 2.7569 -2.0427 0.04 -0.01 0.00
H 0.3869 1.2111 -6.5169 0.00 0.00 0.00
H 0.3362 2.6991 -5.5427 0.00 -0.01 0.00
H -2.0550 1.0699 -6.6022 0.01 0.01 -0.01
H -1.7200 2.7933 -6.8577 0.00 0.00 0.00
N -1.4186 -4.6107 -1.5452 -0.03 -0.04 0.01
C -1.9962 -3.5806 -2.4782 0.00 0.01 -0.01
C -1.9187 -2.2009 -1.8388 -0.04 -0.03 -0.03
N -0.5459 -1.8223 -1.4405 -0.09 0.07 -0.01
C 0.0146 -2.8475 -0.5414 -0.01 0.00 0.04
C -0.0159 -4.2506 -1.1398 0.01 0.00 -0.01
H -1.4244 -5.5310 -1.9965 0.01 0.01 0.01
H -2.0125 -4.7039 -0.7154 0.00 -0.01 -0.01
H -3.0243 -3.8612 -2.7015 0.00 0.02 0.00
H -1.4113 -3.6354 -3.3970 -0.02 0.01 -0.01
H -2.5505 -2.1522 -0.9480 0.01 0.00 0.00
H -2.3062 -1.4684 -2.5455 0.01 -0.02 -0.02
H 0.0344 -1.7596 -2.2767 -0.01 0.02 0.01
H -0.5469 -2.8183 0.3957 0.00 0.00 -0.01
H 1.0509 -2.6067 -0.3124 0.00 -0.05 -0.03
H 0.3340 -4.9962 -0.4276 0.01 0.02 0.01
H 0.5927 -4.3181 -2.0422 0.01 0.00 0.02
C 3.7643 -1.1182 5.1969 0.00 -0.03 0.03
C 4.2554 0.1382 4.4455 -0.06 -0.06 0.02
N 4.8637 -0.2693 3.1923 0.16 0.01 -0.08
C 6.2742 -0.6389 3.2465 0.00 0.10 0.06
C 6.8181 -1.7454 2.3603 0.01 -0.05 0.01
C 4.0917 -0.3699 1.9646 -0.02 0.18 0.08
O 4.3876 -1.1957 1.1543 -0.06 -0.16 0.09
C 2.9588 0.5837 1.7396 -0.05 0.01 -0.19
C 2.9927 1.9359 2.0631 -0.01 -0.06 0.08
C 1.9486 2.7441 1.6463 -0.03 0.00 -0.01
C 0.9296 2.1873 0.8999 0.05 0.03 0.03
N 0.9073 0.8872 0.5414 -0.11 -0.09 0.02
C 1.9047 0.1063 0.9621 0.05 0.07 -0.02
H 3.3940 -0.7946 6.1684 0.00 0.01 0.00
H 4.5764 -1.8255 5.3555 0.00 0.00 0.01
H 2.9539 -1.6078 4.6587 0.01 -0.01 -0.01
H 5.0210 0.6461 5.0339 0.00 0.01 -0.01
H 3.4225 0.8091 4.2608 -0.01 -0.03 -0.01
H 6.4874 -0.8271 4.3009 -0.02 0.01 -0.01
H 6.7932 0.3133 3.0162 0.02 -0.01 0.00
H 6.2491 -2.6644 2.4853 -0.01 0.00 -0.03
H 7.8354 -1.9284 2.7063 0.01 0.03 -0.03
H 6.8574 -1.4769 1.3096 -0.01 -0.03 0.00
H 3.8197 2.3671 2.6138 0.01 0.01 -0.01
H 1.9279 3.7998 1.8767 0.01 0.00 0.00
H 0.1062 2.7968 0.5521 0.00 0.01 0.01
H 1.8895 -0.9292 0.6562 0.02 0.02 0.01
```
Positions in Å, forces in eV/Å.

Results
- Charge: +4
- HOMO level (alpha / beta): -18.031 / -18.180 eV
- Spin multiplicity: 5
- Kohn-Sham gap (alpha / beta): 7.6802 / 5.1193 eV
- Relative energy (zero: lowest compared OMol25 entry of this formula, charge and spin): 0.00 kcal/mol

Results of the Löwdin charge analysis, in e, for atoms 1 through 5:
1 Pt 1.206
2 O 0.206
3 C -0.182
4 C 0.084
5 C 0.017



[3]
Density functional theory data (ωB97M-V with the def2-TZVPD basis set) for a 5-piece molecular cluster, C24H35ClF12O11S overall in a non-equilibrium geometry.

```
84
Properties=species:S:1:pos:R:3:forces:R:3
C 4.8391 -1.8638 1.7406 -0.05 -0.08 -0.20
O 4.4911 -0.5103 1.5461 0.02 0.01 0.05
C 3.6096 -0.3282 0.4587 -0.09 -0.06 -0.17
C 3.1652 1.1294 0.4122 0.09 -0.08 -0.24
C 2.0266 1.3627 -0.6098 0.19 0.11 -0.12
C 0.9267 2.3154 -0.1272 0.25 0.11 0.12
C 0.0328 1.8299 1.0467 0.00 0.27 -0.09
C 0.0570 0.3470 1.2659 -0.62 0.73 -0.93
O 0.8012 -0.2555 1.9489 0.81 -0.72 1.20
O -0.9391 -0.2972 0.5498 -0.76 0.22 0.11
C -1.6179 -1.2891 1.2614 0.31 -0.40 -0.10
S -3.3851 -1.2601 0.9499 -0.40 0.15 0.33
Cl -0.8872 -2.9031 0.9357 -0.04 0.06 -0.09
H 5.3601 -2.2706 0.8562 -0.09 0.09 0.22
H 3.9425 -2.4794 1.9228 0.17 0.10 0.00
H 5.5010 -1.9222 2.6097 -0.12 0.04 -0.18
H 2.7354 -0.9959 0.5602 0.19 0.16 0.04
H 4.1198 -0.5910 -0.4895 -0.13 -0.01 0.19
H 4.0323 1.7294 0.0983 -0.21 -0.02 0.35
H 2.8721 1.4377 1.4234 0.05 -0.09 -0.19
H 2.4623 1.8296 -1.5043 -0.15 -0.20 0.10
H 1.6028 0.4067 -0.9558 -0.02 0.16 0.19
H 1.4186 3.2462 0.1932 -0.23 -0.15 -0.13
H 0.2744 2.5686 -0.9626 0.07 -0.03 -0.05
H -1.0020 2.1255 0.8386 0.22 -0.02 0.17
H 0.3391 2.2913 1.9933 0.00 -0.20 -0.26
H -1.5220 -1.1480 2.3453 0.07 -0.02 -0.30
H -3.4296 -1.0983 -0.3775 0.43 -0.17 -0.08
C -7.1930 -6.1169 0.5755 0.09 0.07 -0.08
C -8.0939 -4.9274 0.8142 -0.11 -0.14 0.12
O -7.5191 -3.7192 0.2585 -0.03 0.03 -0.12
C -7.7030 -3.5281 -1.0370 -0.02 -0.02 -0.03
O -8.2974 -4.2212 -1.8098 0.08 0.07 0.14
C -7.0455 -2.1913 -1.4570 -0.06 -0.10 0.00
F -5.8213 -2.0656 -0.9222 -0.05 0.06 -0.08
F -7.7926 -1.1621 -1.0327 0.09 -0.04 -0.05
F -6.9336 -2.1190 -2.7799 0.00 0.05 0.12
H -6.1983 -5.9288 0.9796 -0.02 -0.02 0.03
H -7.6092 -6.9953 1.0683 0.00 0.00 0.01
H -7.1006 -6.3306 -0.4886 -0.04 -0.01 0.01
H -8.1993 -4.7115 1.8746 0.04 0.05 -0.02
H -9.0845 -5.0755 0.3863 0.03 0.03 -0.06
C -3.6934 0.1558 -3.1303 0.09 -0.01 -0.08
C -3.2712 1.3176 -2.2595 -0.31 -0.20 0.22
O -1.9794 1.8266 -2.6701 -0.01 0.26 -0.14
C -2.0219 2.6488 -3.7126 0.03 -0.11 -0.02
O -2.9908 3.0029 -4.3180 0.12 0.01 0.08
C -0.5990 3.1477 -4.0692 -0.11 0.00 0.01
F 0.2919 2.1527 -4.0447 -0.02 0.09 0.03
F -0.2165 4.0821 -3.1813 0.02 -0.08 0.00
F -0.5930 3.6975 -5.2779 0.03 -0.05 0.07
H -2.9358 -0.6292 -3.1111 -0.03 -0.02 0.04
H -4.6350 -0.2566 -2.7658 0.01 0.00 0.00
H -3.8352 0.4705 -4.1635 -0.04 0.01 0.03
H -3.1524 1.0046 -1.2215 0.22 0.12 -0.09
H -3.9980 2.1287 -2.2925 0.05 0.01 -0.06
C -2.9839 7.8139 0.2325 0.08 0.02 0.10
C -2.9855 6.3032 0.2610 -0.13 0.01 -0.17
O -2.0279 5.7968 1.2226 -0.05 -0.03 0.13
C -2.4297 5.7660 2.4847 -0.04 0.01 0.01
O -3.4910 6.0967 2.9264 0.15 -0.02 -0.10
C -1.3078 5.1657 3.3662 -0.09 0.07 -0.11
F -0.1139 5.6818 3.0568 -0.05 -0.05 0.09
F -1.2539 3.8381 3.1564 0.01 0.07 0.11
F -1.5527 5.3848 4.6518 0.06 -0.06 -0.10
H -1.9817 8.1902 0.0271 -0.01 0.00 -0.04
H -3.6552 8.1657 -0.5507 0.00 -0.01 -0.01
H -3.3203 8.2233 1.1842 -0.03 -0.02 -0.01
H -2.6596 5.8854 -0.6891 0.06 0.00 0.03
H -3.9703 5.9036 0.5005 0.02 0.01 0.07
C 10.7553 -2.6004 0.4936 -0.13 0.02 0.00
C 10.6919 -4.0687 0.8461 0.21 0.01 -0.02
O 9.3432 -4.4646 1.1911 -0.08 -0.04 -0.10
C 8.5368 -4.7289 0.1746 0.01 0.01 -0.04
O 8.7922 -4.6885 -0.9938 -0.01 0.01 0.17
C 7.1493 -5.1580 0.7110 0.10 0.05 -0.09
F 6.7421 -4.3532 1.6985 -0.02 -0.12 -0.03
F 7.2199 -6.4102 1.1869 -0.06 0.09 -0.01
F 6.2471 -5.1232 -0.2652 0.04 -0.03 0.12
H 10.3617 -1.9948 1.3101 0.04 0.00 0.01
H 11.7906 -2.3114 0.3130 0.00 -0.01 0.00
H 10.1768 -2.3887 -0.4047 0.03 -0.02 -0.02
H 11.2744 -4.2916 1.7370 -0.06 0.00 0.03
H 11.0464 -4.6967 0.0297 -0.07 0.01 -0.02
```
Positions in Å, forces in eV/Å.

Results
- HOMO level: -9.459 eV
- Kohn-Sham gap: 9.8043 eV

Results of the Löwdin charge analysis, in e, for atoms 1 through 5:
1 C -0.120
2 O -0.185
3 C -0.261
4 C -0.163
5 C -0.192



[4]
Density functional theory data (ωB97M-V with the def2-TZVPD basis set) for C24H35ClSbSe4Tc as an isolated structure in a non-equilibrium geometry.

```
66
Properties=species:S:1:pos:R:3:forces:R:3
Tc -0.2719 0.1566 0.1496 0.39 -0.97 -0.97
C -0.1473 1.0047 2.1846 -0.13 0.17 0.05
C 0.6034 1.9054 1.3543 -0.05 0.21 -0.30
C -0.3217 2.3611 0.3156 0.29 -0.03 0.09
C -1.6174 1.8363 0.6859 0.10 0.14 0.17
C -1.5381 1.0660 1.8672 0.26 0.17 0.01
C -2.6360 0.5908 2.7818 -0.10 -0.06 -0.05
C -2.3916 -0.8377 3.2747 0.00 0.00 0.00
C -4.0049 0.7097 2.1132 0.00 -0.03 -0.05
C -2.5790 1.5553 3.9858 -0.01 0.00 0.02
C -0.2064 3.2986 -0.8927 0.01 0.04 0.07
C 1.1445 3.2283 -1.6084 -0.09 -0.02 -0.02
C -0.5060 4.7392 -0.4301 -0.06 -0.04 -0.04
C -1.2834 2.9279 -1.9266 -0.05 -0.03 -0.02
C 2.0128 2.3667 1.8004 0.06 -0.04 -0.07
C 2.0399 3.9055 1.8022 -0.06 -0.04 0.11
C 2.2354 1.9227 3.2550 0.01 -0.09 0.04
C 3.2029 1.8293 0.9903 -0.07 0.05 0.07
H 0.2519 0.4864 3.0409 0.00 -0.01 -0.07
H -2.5295 2.0560 0.1522 0.02 -0.14 -0.05
H -2.5419 -1.5670 2.4775 0.02 0.04 0.04
H -3.0974 -1.0692 4.0739 0.02 0.00 -0.03
H -1.3861 -0.9655 3.6827 -0.05 0.01 -0.01
H -4.0636 0.1177 1.1970 0.00 0.03 0.06
H -4.2427 1.7483 1.8712 0.01 -0.03 0.00
H -4.7767 0.3482 2.7944 0.03 0.02 -0.02
H -1.6783 1.3962 4.5824 -0.01 0.02 -0.03
H -3.4437 1.3780 4.6265 0.03 -0.01 0.00
H -2.6057 2.5990 3.6657 -0.02 -0.02 0.01
H 1.9788 3.5285 -0.9865 0.07 0.02 0.08
H 1.1244 3.9026 -2.4656 0.00 -0.01 0.03
H 1.3362 2.2231 -1.9955 -0.01 0.02 0.01
H 0.2923 5.1682 0.1668 0.04 -0.01 0.04
H -1.4294 4.7768 0.1540 0.03 0.00 -0.04
H -0.6442 5.3728 -1.3081 0.02 -0.02 0.03
H -1.2750 1.8607 -2.1667 0.02 0.02 -0.02
H -1.0859 3.4710 -2.8503 -0.02 0.01 0.02
H -2.2868 3.2076 -1.6004 0.03 -0.02 -0.01
H 1.1624 4.3197 2.3039 0.03 -0.01 -0.01
H 2.1049 4.3264 0.8068 -0.02 0.03 -0.11
H 2.9217 4.2367 2.3520 -0.02 -0.02 -0.02
H 1.4287 2.2528 3.9134 0.05 0.01 -0.01
H 3.1581 2.3731 3.6185 0.01 -0.03 -0.01
H 2.3503 0.8393 3.3418 -0.03 0.03 0.01
H 3.1448 2.0619 -0.0713 -0.03 0.00 -0.04
H 3.3088 0.7489 1.1204 0.01 0.05 0.01
H 4.1175 2.2862 1.3734 -0.03 0.01 -0.02
Se 5.4630 -2.0515 0.3829 0.01 0.04 -0.03
Sb 4.3579 -3.3184 -1.4829 -0.05 0.06 0.06
Se 1.8510 -0.4354 -0.8618 -0.81 0.43 0.83
Se 1.8256 -2.7001 -0.7116 -0.08 0.03 -0.23
Se 5.2539 -1.0109 -1.7660 0.05 -0.05 -0.02
Cl -3.9369 0.1373 -1.8697 0.02 0.00 -0.01
C -4.0206 -1.3630 -1.0204 0.07 0.04 0.09
C -5.1925 -2.0868 -1.0442 -0.11 -0.11 0.03
C -5.2630 -3.2917 -0.3520 0.10 0.05 0.00
C -4.1672 -3.7767 0.3636 -0.13 -0.03 -0.01
C -2.9964 -3.0564 0.3831 0.06 0.10 -0.03
C -2.9013 -1.8273 -0.2998 -0.17 0.04 -0.40
C -1.6640 -1.1199 -0.3096 0.28 -0.19 0.87
H -6.0431 -1.7149 -1.5993 0.02 -0.02 0.01
H -6.1825 -3.8617 -0.3795 0.01 0.01 0.01
H -4.2363 -4.7177 0.8925 0.00 0.03 -0.02
H -2.1343 -3.4279 0.9261 -0.01 0.00 -0.04
H -0.7948 -1.7761 0.0164 0.06 -0.03 -0.01
H -1.4511 -0.4632 -1.2465 0.02 0.18 -0.04
```
Positions in Å, forces in eV/Å.

Results
- Charge: +2
- HOMO level (alpha / beta): -13.390 / -13.390 eV
- Kohn-Sham gap (alpha / beta): 4.6771 / 4.6754 eV
- Relative energy (zero: lowest compared OMol25 entry of this formula, charge and spin): 27.65 kcal/mol

Results of the Löwdin charge analysis, in e, for atoms 1 through 5:
1 Tc 1.012
2 C -0.090
3 C -0.154
4 C -0.205
5 C -0.067